{
  "formula": "C54H39BrNO4P2PdS",
  "method": "ωB97M-V with the def2-TZVPD basis set",
  "symbols": ["Pd", "O", "S", "C", "C", "C", "C", "C", "C", "C", "C", "C", "C", "P", "C", "C", "C", "C", "C", "C", "C", "C", "C", "C", "C", "C", "C", "C", "C", "C", "C", "C", "C", "C", "C", "C", "C", "C", "P", "C", "C", "C", "C", "C", "C", "C", "C", "C", "C", "C", "C", "C", "C", "H", "H", "H", "H", "H", "H", "H", "H", "H", "H", "H", "H", "H", "H", "H", "H", "H", "H", "H", "H", "H", "H", "H", "H", "H", "H", "H", "H", "H", "H", "H", "H", "H", "H", "H", "H", "O", "Br", "C", "C", "N", "C", "C", "C", "C", "O", "O", "H", "H", "H"],
  "positions_angstrom": [[-0.027, 0.028, -0.040], [1.069, -1.372, 2.419], [0.325, -0.060, 2.307], [1.338, 0.895, 3.442], [0.986, 1.238, 4.750], [1.858, 1.912, 5.623], [3.115, 2.188, 5.137], [4.259, 2.817, 5.868], [5.434, 2.758, 4.847], [4.830, 2.115, 3.637], [5.456, 1.778, 2.463], [4.674, 1.112, 1.505], [3.313, 0.800, 1.700], [2.424, -0.186, 0.343], [2.885, 0.836, -1.119], [4.105, 0.750, -1.803], [4.390, 1.573, -2.892], [3.457, 2.508, -3.319], [2.241, 2.616, -2.657], [1.957, 1.788, -1.570], [3.482, -1.686, 0.261], [3.940, -2.296, 1.437], [4.692, -3.469, 1.405], [4.995, -4.068, 0.189], [4.530, -3.496, -0.988], [3.769, -2.329, -0.947], [2.672, 1.161, 2.949], [3.492, 1.815, 3.858], [-1.188, -0.629, 3.129], [-1.866, 0.110, 4.098], [-2.687, -0.518, 5.056], [-2.780, -1.887, 4.988], [-3.474, -2.827, 5.926], [-3.237, -4.237, 5.299], [-2.504, -3.949, 4.028], [-2.138, -4.830, 3.040], [-1.584, -4.271, 1.876], [-1.322, -2.894, 1.744], [-1.252, -2.156, 0.055], [-0.176, -3.079, -1.126], [0.047, -2.588, -2.411], [0.770, -3.311, -3.369], [1.283, -4.552, -3.053], [1.101, -5.052, -1.782], [0.402, -4.322, -0.824], [-2.912, -2.711, -0.543], [-3.100, -3.757, -1.455], [-4.380, -4.184, -1.806], [-5.496, -3.570, -1.253], [-5.331, -2.523, -0.354], [-4.051, -2.096, -0.005], [-1.543, -2.008, 2.879], [-2.235, -2.595, 3.923], [0.041, 0.940, 5.181], [1.578, 2.160, 6.639], [4.497, 2.250, 6.773], [4.022, 3.849, 6.140], [6.257, 2.151, 5.233], [5.803, 3.759, 4.609], [6.506, 1.985, 2.297], [5.180, 0.799, 0.598], [4.869, 0.043, -1.495], [5.346, 1.483, -3.399], [3.680, 3.153, -4.163], [1.509, 3.348, -2.982], [0.999, 1.901, -1.071], [3.685, -1.879, 2.408], [5.020, -3.922, 2.335], [5.569, -4.988, 0.161], [4.734, -3.971, -1.943], [3.377, -1.939, -1.882], [-1.720, 1.182, 4.167], [-3.173, 0.040, 5.847], [-4.541, -2.597, 5.975], [-3.042, -2.766, 6.928], [-4.184, -4.747, 5.100], [-2.623, -4.860, 5.956], [-2.349, -5.890, 3.118], [-1.448, -4.931, 1.025], [-0.347, -1.655, -2.697], [0.920, -2.895, -4.354], [1.840, -5.117, -3.794], [1.526, -6.016, -1.518], [0.314, -4.743, 0.171], [-2.256, -4.280, -1.894], [-4.500, -5.007, -2.504], [-6.492, -3.911, -1.518], [-6.199, -2.044, 0.088], [-3.950, -1.290, 0.716], [-1.001, 1.360, -0.019], [1.762, 0.020, -7.174], [0.228, 0.503, -6.186], [-0.897, 0.997, -6.825], [-2.022, 1.362, -6.186], [-2.016, 1.224, -4.842], [-0.942, 0.738, -4.104], [0.203, 0.373, -4.808], [-1.033, 0.622, -2.607], [-2.102, 0.988, -2.092], [0.012, 0.150, -1.988], [-0.926, 1.118, -7.902], [-2.933, 1.524, -4.343], [1.057, -0.005, -4.262]],
  "e_tot_ha": -6219.53572,
  "relative_energy_kcal_mol": 0.0,
  "total_charge": -1,
  "e_lumo_ev": [2.12, 2.13],
  "homo_lumo_gap_ev": [4.5340, 4.5790]
}